2 unconnected molecules or ions with the total composition C22H38F3N2O7P2S at a distorted geometry, computed with ωB97M-V with the def2-TZVPD basis set.

Each line ends with the Löwdin charge.
Element x y z (Å)
1 C -1.67 5.47 -0.24  -0.0655
2 C -2.71 4.45 -0.67  -0.1699
3 O -2.07 3.32 -1.36  -0.0809
4 C -2.29 2.12 -0.82  -0.2747
5 C -3.53 1.50 -1.06  -0.0871
6 C -4.54 2.21 -1.92  -0.1088
7 C -5.80 2.63 -1.13  -0.0411
8 C -7.08 2.67 -1.96  -0.6342
9 F -8.00 1.83 -1.47  0.1445
10 F -7.62 3.90 -1.90  0.1371
11 F -6.90 2.39 -3.24  0.1620
12 C -3.74 0.23 -0.50  -0.1537
13 P -5.32 -0.67 -0.89  0.7942
14 O -5.80 -0.39 -2.25  -0.3645
15 C -2.72 -0.35 0.29  -0.1739
16 C -2.99 -1.70 0.94  -0.2132
17 S -2.44 -3.03 -0.15  0.6793
18 O -3.38 -4.10 -0.09  -0.3080
19 O -1.05 -3.26 0.15  -0.3153
20 C -1.49 0.30 0.45  -0.0933
21 C -0.37 -0.36 1.21  -0.1765
22 O 0.74 -0.52 0.38  -0.1287
23 C 1.86 -1.03 1.11  -0.2378
24 O 2.84 -1.33 0.20  -0.0743
25 C 2.93 -2.70 -0.20  -0.1634
26 C 2.98 -2.76 -1.71  -0.2362
27 O 3.28 -4.05 -2.19  -0.0396
28 N -1.30 1.54 -0.11  0.0019
29 P 0.27 2.53 -0.06  1.1189
30 C 0.86 2.42 1.68  -0.2337
31 C 1.44 1.60 -1.12  -0.3700
32 C 2.14 2.59 -2.09  -0.1326
33 H -1.32 5.31 0.77  0.0706
34 H -2.07 6.48 -0.35  0.0861
35 H -0.82 5.38 -0.91  0.0709
36 H -3.40 4.91 -1.37  0.1230
37 H -3.25 4.04 0.17  0.1286
38 H -4.79 1.54 -2.74  0.1132
39 H -4.10 3.09 -2.36  0.1156
40 H -5.92 1.98 -0.27  0.0993
41 H -5.63 3.62 -0.72  0.1210
42 H -6.21 -0.28 0.13  0.0472
43 H -5.04 -2.03 -0.71  0.0242
44 H -2.49 -1.81 1.88  0.1120
45 H -4.05 -1.85 1.13  0.0832
46 H -2.53 -2.43 -1.37  0.0960
47 H -0.15 0.19 2.13  0.1263
48 H -0.70 -1.34 1.53  0.0962
49 H 2.25 -0.28 1.80  0.1328
50 H 1.52 -1.90 1.68  0.1482
51 H 3.82 -3.13 0.25  0.1266
52 H 2.06 -3.28 0.13  0.1279
53 H 1.99 -2.46 -2.06  0.1198
54 H 3.69 -2.04 -2.11  0.1257
55 H 3.03 -4.71 -1.53  0.0858
56 H 1.34 3.35 1.94  0.0484
57 H 0.06 2.21 2.38  0.0460
58 H 1.61 1.63 1.75  0.0208
59 H 0.85 0.90 -1.70  0.0841
60 H 2.14 1.01 -0.53  0.0619
61 H 1.57 3.51 -2.16  0.0453
62 H 2.21 2.13 -3.07  0.0729
63 H 3.14 2.79 -1.74  0.0730
64 C 7.71 -4.82 1.92  -0.1054
65 C 7.32 -3.36 1.70  -0.2601
66 C 6.86 -2.66 2.98  -0.1898
67 C 5.67 -3.31 3.54  -0.2502
68 N 4.74 -3.83 3.94  0.1431
69 H 6.85 -5.41 2.27  0.0714
70 H 8.06 -5.27 0.99  0.0747
71 H 8.50 -4.91 2.66  0.0794
72 H 6.53 -3.30 0.94  0.0983
73 H 8.18 -2.82 1.30  0.1094
74 H 6.61 -1.62 2.78  0.1139
75 H 7.65 -2.68 3.73  0.1216

Its orbital gap is 7.59 eV. As for the total charge: +1. As for the total energy: -2877.45521 Eh. Its HOMO energy is -12.2 eV. For the LUMO energy, the calculation gives -4.60 eV.